Computed, not measured: C39H99CrF3NO11 as an isolated structure at a distorted geometry, with ωB97M-V/def2-TZVPD.

Results
- multiplicity = 4
- E_tot (a.u.) = -3771.8718
- E_LUMO (alpha / beta) (eV) = 0.6 / 0.6
- total charge = 0
- strongest force on any atom (Eh/bohr) = 0.0637

CARTESIAN COORDINATES (ANGSTROEM)
Cr -0.713 -0.018 0.563
F -0.210 -1.843 0.395
F 0.904 0.614 -0.223
F -1.234 1.719 0.862
C 4.788 -2.446 -0.398
C 4.012 -3.292 -1.457
C 2.922 -2.441 -2.078
C 2.425 -2.981 -3.404
C 3.497 -3.255 -4.429
C 4.637 -4.116 -3.819
N 5.053 -3.601 -2.479
O 5.980 -4.530 -1.964
C 4.141 -5.577 -3.726
C 5.918 -4.036 -4.701
C 3.551 -4.532 -0.665
H 4.032 -2.155 0.374
H 5.051 -1.509 -0.866
H 5.661 -2.857 0.062
H 2.109 -2.370 -1.281
H 3.204 -1.428 -2.207
H 1.699 -2.231 -3.883
H 1.869 -3.798 -3.130
H 3.891 -2.262 -4.848
H 3.138 -3.797 -5.345
H 4.948 -6.072 -3.304
H 3.284 -5.758 -3.071
H 4.019 -5.867 -4.764
H 6.144 -2.979 -4.839
H 6.738 -4.449 -4.208
H 5.807 -4.635 -5.626
H 2.691 -5.063 -1.063
H 3.272 -4.279 0.364
H 4.360 -5.167 -0.443
H 6.739 -3.962 -1.830
C -6.099 1.353 -2.161
C -4.677 1.805 -2.334
C -4.538 3.290 -2.679
O -3.911 1.436 -1.195
H -6.197 0.310 -1.952
H -6.755 1.496 -3.011
H -6.539 1.772 -1.246
H -4.259 1.314 -3.210
H -3.492 3.561 -2.716
H -5.112 3.922 -1.957
H -4.983 3.536 -3.645
H -3.296 2.240 -0.950
C -1.538 -6.768 0.120
C -1.222 -5.347 0.582
C -0.077 -5.373 1.698
O -0.877 -4.618 -0.548
H -0.752 -7.129 -0.538
H -2.449 -6.884 -0.411
H -1.540 -7.514 0.932
H -2.056 -4.856 1.093
H 0.255 -4.381 1.941
H 0.803 -5.916 1.286
H -0.455 -5.902 2.618
H -0.762 -3.661 -0.352
C 3.473 3.900 0.634
C 2.985 2.893 1.621
C 3.112 3.365 3.019
O 1.554 2.595 1.431
H 2.762 4.713 0.611
H 3.376 3.349 -0.333
H 4.456 4.310 0.888
H 3.554 1.978 1.572
H 2.630 4.311 3.110
H 4.141 3.483 3.207
H 2.691 2.640 3.725
H 1.342 1.795 0.969
C -2.179 5.297 0.457
C -1.764 4.639 -0.784
C -0.231 4.933 -1.076
O -2.035 3.263 -0.730
H -3.156 4.979 0.812
H -2.188 6.422 0.379
H -1.371 5.069 1.201
H -2.314 5.071 -1.620
H 0.478 4.571 -0.385
H -0.226 5.981 -1.271
H 0.033 4.380 -1.999
H -1.505 2.779 -0.064
C -3.027 -2.439 2.915
C -3.093 -1.958 1.499
C -4.459 -1.942 0.937
O -2.523 -0.632 1.349
H -3.528 -3.392 3.076
H -3.556 -1.783 3.540
H -2.003 -2.555 3.264
H -2.406 -2.633 0.958
H -4.731 -3.024 0.910
H -4.482 -1.587 -0.107
H -5.219 -1.232 1.407
H -3.246 0.068 1.443
C -1.845 -1.560 -3.087
C -1.122 -0.396 -2.441
C -1.151 0.891 -3.282
O -1.743 -0.052 -1.191
H -1.810 -2.325 -2.364
H -1.376 -1.719 -4.026
H -2.928 -1.352 -3.351
H -0.082 -0.861 -2.256
H -2.165 1.290 -3.217
H -0.677 0.894 -4.261
H -0.626 1.609 -2.699
H -2.604 0.430 -1.368
C 3.924 1.618 -2.056
C 2.842 2.288 -2.836
C 3.454 2.878 -4.107
O 1.754 1.403 -3.148
H 4.773 2.256 -1.692
H 4.475 0.835 -2.536
H 3.607 1.074 -1.129
H 2.458 3.161 -2.232
H 4.438 3.399 -3.950
H 2.766 3.674 -4.510
H 3.641 2.126 -4.874
H 1.460 1.158 -2.292
C -5.932 2.996 2.451
C -4.539 2.404 2.436
C -4.126 1.753 3.762
O -4.475 1.283 1.561
H -6.610 2.173 2.814
H -6.241 3.233 1.404
H -6.062 3.867 3.079
H -3.769 3.143 2.155
H -3.134 1.337 3.626
H -4.807 0.882 3.882
H -4.069 2.379 4.615
H -4.505 1.369 0.607
C -1.239 2.790 5.526
C -0.767 3.130 4.092
C -0.294 4.580 3.974
O 0.340 2.268 3.704
H -0.479 2.684 6.291
H -1.701 1.780 5.559
H -2.020 3.515 5.877
H -1.632 2.992 3.396
H 0.026 4.941 3.045
H 0.584 4.525 4.651
H -1.010 5.392 4.248
H 0.732 2.652 2.833
C 2.060 -1.350 2.705
C 0.693 -1.191 3.330
C 0.687 -0.808 4.872
O 0.022 -0.153 2.546
H 2.621 -0.380 2.942
H 2.013 -1.438 1.644
H 2.711 -2.185 2.998
H 0.112 -2.133 3.255
H 1.045 0.251 4.904
H 1.425 -1.495 5.270
H -0.287 -0.921 5.295
H 0.021 0.699 3.051

=====

Computed, not measured: C3Ag7O9 as an isolated structure at a distorted geometry, with ωB97M-V/def2-TZVPD.

Results
- E_tot (a.u.) = -1819.7386
- energy above the lowest of the compared OMol25 structures with the same formula, charge and spin (kcal/mol) = 9.4
- E_LUMO (eV) = -7.0
- total charge = +1
- strongest force on any atom (Eh/bohr) = 0.0940

CARTESIAN COORDINATES (ANGSTROEM)
Ag -13.084 14.027 -4.253
Ag -9.134 16.832 -9.669
Ag -9.519 14.115 -6.716
Ag -14.538 16.753 -8.990
Ag -12.430 14.576 -10.707
Ag -9.762 16.832 -5.753
Ag -13.257 13.317 -7.177
C -7.283 15.640 -7.161
O -7.402 14.908 -6.097
O -8.372 16.299 -7.514
O -6.218 15.799 -7.779
C -11.833 15.743 -7.688
O -10.945 16.505 -8.087
O -11.804 15.170 -6.513
O -12.874 15.345 -8.374
C -12.303 11.875 -10.279
O -12.751 10.711 -10.465
O -12.632 12.625 -9.307
O -11.592 12.222 -11.306